Entry 1:
This record from the OMol25 dataset describes an isolated ion of composition C13H19N2 and charge +1 in a non-equilibrium geometry. The level of theory is the ωB97M-V functional and the def2-TZVPD basis.

The HOMO energy (spin up / spin down) is -11.343 / -11.418 eV. As for the lowest unoccupied orbital energy (spin up / spin down): -3.89 / -3.67 eV. As for the total charge: +1. The energy above the lowest of the compared OMol25 structures with the same formula, charge and spin comes out at 3.777 eV. The total energy comes out at -615.90143 a.u. For the orbital gap (spin up / spin down), the calculation gives 7.5 / 7.7 eV.

Geometry as XYZ:
```
34
Properties=species:S:1:pos:R:3:forces:R:3
C -3.505 -1.022 -0.047 -1.00 -2.56 -0.81
C -3.876 0.252 0.266 2.46 -0.33 -0.79
C -2.166 -1.323 -0.218 0.95 -0.81 0.77
C -2.889 1.203 0.319 -3.43 2.23 1.49
C -1.102 -0.382 0.031 -2.25 -2.16 -1.79
C -1.581 0.897 0.223 3.46 1.11 0.37
C 2.308 -0.054 0.835 -1.90 1.26 -3.10
C 1.168 -1.123 0.789 1.96 0.15 0.38
C 0.267 -0.801 -0.318 -1.51 2.94 0.02
C 0.717 1.711 -0.163 -1.28 -2.01 0.96
C 1.661 -2.593 0.769 0.80 -0.32 -1.48
C 0.503 -1.405 -1.654 -0.82 0.08 -0.65
C 1.394 2.650 -1.059 -0.57 1.54 -1.77
N -0.593 1.935 0.255 -0.67 -0.25 -0.25
N 1.574 1.378 1.010 3.55 -0.29 1.27
H -4.327 -1.804 -0.253 1.63 1.15 0.52
H -4.861 0.502 0.300 -2.60 0.81 0.36
H -1.886 -2.381 -0.383 -0.19 0.72 -0.20
H -3.344 2.212 0.562 1.47 -0.85 -0.48
H 3.061 -0.256 1.515 1.29 0.07 1.85
H 2.764 0.058 -0.176 -0.22 -0.25 0.70
H 0.687 -1.117 1.752 -0.62 0.67 0.41
H 1.948 -3.027 -0.278 -0.50 0.84 2.23
H 0.837 -3.170 1.211 0.50 -0.20 -0.26
H 2.554 -2.643 1.392 -0.15 -0.38 0.12
H 1.054 -0.701 -2.283 -0.23 -0.04 -0.17
H -0.441 -1.730 -2.174 0.93 0.57 0.52
H 1.136 -2.255 -1.530 0.27 -0.54 -0.41
H 1.267 2.391 -2.147 0.23 -0.03 0.98
H 2.452 2.636 -0.810 0.13 0.39 -0.38
H 0.959 3.725 -1.031 0.78 -1.52 0.38
H -1.029 2.838 0.137 0.38 0.26 -0.28
H 0.983 1.200 1.797 -0.79 0.25 0.75
H 2.304 2.197 1.363 -2.06 -2.52 -1.27
```
Positions in Å, forces in eV/Å.



Entry 2:
This record from the OMol25 dataset describes a single C13H19N3O2 molecule in a non-equilibrium geometry. The level of theory is the ωB97M-V functional and the def2-TZVPD basis.

The HOMO energy is -8.532 eV. As for the lowest unoccupied orbital energy: 0.68 eV. The energy above the lowest of the compared OMol25 structures with the same formula, charge and spin comes out at 4.898 eV. The total energy comes out at -821.37643 a.u. For the orbital gap, the calculation gives 9.2 eV.

Geometry as XYZ:
```
37
Properties=species:S:1:pos:R:3:forces:R:3
C 1.384 3.366 2.895 -0.43 -1.67 -2.85
N 2.556 2.592 2.187 -0.56 0.80 2.33
C 3.127 1.490 3.072 -0.65 -0.14 -1.47
C 2.112 0.377 3.313 -0.43 0.30 1.08
C 1.220 0.029 2.186 1.43 1.99 -1.40
C 1.225 0.773 1.064 0.64 0.83 -0.60
C 0.683 0.213 -0.187 0.03 0.43 1.39
N 0.980 0.699 -1.302 0.14 0.99 -2.29
O 0.374 -0.044 -2.385 -0.03 -0.80 1.59
C -0.149 -1.280 -1.781 1.75 0.53 0.37
N -1.464 -1.561 -2.289 -1.02 0.69 -0.41
C -2.261 -0.788 -3.292 1.33 -1.38 -1.90
C -3.629 -1.419 -3.416 -0.16 -1.28 0.39
C -3.544 -2.737 -2.551 0.34 2.57 0.46
C -2.137 -2.630 -1.839 -0.52 -4.78 -1.13
O -1.669 -3.673 -1.296 -0.60 3.31 -0.22
C -0.120 -0.984 -0.265 -1.97 -3.28 0.34
C 2.124 2.095 0.907 -2.30 -0.54 0.06
H 1.613 3.572 3.885 0.84 0.35 1.83
H 1.113 4.322 2.394 0.73 -0.65 0.00
H 0.404 2.794 2.910 1.07 0.19 -0.13
H 3.954 0.987 2.525 -0.14 0.85 0.19
H 3.475 1.817 4.067 -0.01 0.41 -0.75
H 2.646 -0.518 3.666 -0.29 0.15 0.05
H 1.450 0.724 4.104 -0.05 -0.23 0.59
H 0.673 -0.856 2.266 -0.84 -1.33 -0.05
H 0.619 -2.122 -1.888 -1.32 0.89 -0.83
H -2.294 0.243 -3.144 0.02 1.66 0.99
H -1.875 -0.857 -4.317 1.01 -0.25 0.38
H -4.287 -0.702 -2.985 -1.02 0.15 0.60
H -4.020 -1.577 -4.445 0.79 0.04 0.56
H -4.372 -2.593 -1.858 0.20 -0.86 0.37
H -3.603 -3.676 -3.083 0.02 -0.07 -0.04
H 0.395 -1.903 0.206 -1.11 1.57 -0.21
H -1.212 -0.888 0.087 1.75 -0.05 -0.01
H 1.625 2.976 0.357 0.31 -1.66 0.76
H 2.881 1.740 0.232 1.04 0.26 -0.02
```
Positions in Å, forces in eV/Å.



Entry 3:
This record from the OMol25 dataset describes a single C13H19N5S molecule in a non-equilibrium geometry. The level of theory is the ωB97M-V functional and the def2-TZVPD basis.

The HOMO energy is -8.170 eV. As for the lowest unoccupied orbital energy: 0.45 eV. The energy above the lowest of the compared OMol25 structures with the same formula, charge and spin comes out at 0.000 eV. The total energy comes out at -1178.73447 a.u. For the orbital gap, the calculation gives 8.6 eV.

Geometry as XYZ:
```
38
Properties=species:S:1:pos:R:3:forces:R:3
C 4.721 -2.943 -0.389 -0.02 0.63 -0.94
C 4.408 -2.066 0.820 0.02 -0.26 0.17
C 3.078 -1.389 0.664 -0.07 -0.57 -0.59
N 1.880 -2.086 0.538 1.91 -0.55 0.56
C 1.015 -1.140 0.407 -2.16 0.92 0.15
C -0.417 -1.170 0.223 1.10 1.80 -0.28
C -1.038 0.049 -0.066 0.11 -1.44 0.19
N -2.407 0.035 -0.334 -0.83 0.48 0.14
C -2.864 -0.739 -1.516 -1.22 1.31 0.61
C -4.292 -1.303 -1.307 0.52 1.17 0.47
S -5.513 0.067 -1.001 0.51 -0.37 0.13
C -4.674 0.947 0.381 1.14 -0.15 -1.02
C -3.179 1.261 0.017 -0.54 -1.53 -0.03
N -0.393 1.265 -0.134 1.90 -1.04 0.92
C 0.906 1.275 0.140 0.16 -0.49 -0.34
C 1.626 2.600 -0.017 0.64 0.17 0.29
C 1.350 3.546 1.164 -0.50 -0.20 0.27
N 1.639 0.098 0.490 -2.42 1.54 -1.85
N 2.980 -0.092 0.519 0.27 0.57 1.01
H 5.534 -3.623 -0.221 0.47 -0.29 0.31
H 5.006 -2.327 -1.252 -0.08 -0.06 0.13
H 3.865 -3.537 -0.707 -0.14 0.05 0.23
H 4.356 -2.747 1.666 -0.21 0.09 0.33
H 5.212 -1.339 1.062 -0.61 -0.31 -0.40
H -0.946 -2.102 0.258 -0.12 -0.13 0.03
H -2.219 -1.570 -1.630 0.85 -0.74 -0.22
H -2.829 -0.100 -2.428 -0.07 -0.35 0.40
H -4.597 -1.822 -2.215 -0.21 0.03 0.12
H -4.268 -1.989 -0.449 -0.17 0.13 -0.26
H -4.770 0.365 1.307 0.17 0.20 -0.26
H -5.164 1.919 0.487 -0.20 -0.28 0.03
H -2.735 1.734 0.867 0.49 -0.02 0.71
H -3.091 1.999 -0.756 -0.37 0.39 -0.79
H 1.249 3.055 -0.932 0.01 -0.11 -0.05
H 2.730 2.499 -0.117 -0.82 -0.36 0.04
H 1.543 3.018 2.093 0.01 -0.02 0.23
H 0.323 3.926 1.202 0.07 -0.38 -0.17
H 1.976 4.425 1.168 0.42 0.16 -0.27
```
Positions in Å, forces in eV/Å.



Entry 4:
This record from the OMol25 dataset describes C13H19N6O2S2Se3Te2V as an isolated structure in a non-equilibrium geometry. The level of theory is the ωB97M-V functional and the def2-TZVPD basis.

The HOMO energy (spin up / spin down) is -3.955 / -4.148 eV. Its multiplicity is 2. As for the lowest unoccupied orbital energy (spin up / spin down): 2.08 / 1.67 eV. As for the total charge: -1. The energy above the lowest of the compared OMol25 structures with the same formula, charge and spin comes out at 0.000 eV. The total energy comes out at -10466.58394 a.u. For the orbital gap (spin up / spin down), the calculation gives 6.0 / 5.8 eV.

Geometry as XYZ:
```
48
Properties=species:S:1:pos:R:3:forces:R:3
V -1.513 1.104 0.467 -0.06 0.85 0.50
Se -2.446 1.348 2.677 -0.42 -0.01 0.71
Te -1.171 3.319 3.599 -0.08 0.08 -0.24
Te -1.857 4.976 1.579 -0.13 -0.02 0.16
Se -1.584 3.262 -0.283 0.20 0.81 -0.29
C -3.453 -2.094 3.649 0.29 0.07 -0.05
N -2.012 -2.014 3.370 0.12 0.01 -0.56
C -1.171 -1.486 4.456 -0.15 -0.33 -0.25
C -1.655 -1.749 2.105 -0.08 0.19 0.47
N -1.339 -1.538 1.007 -0.09 -0.16 0.48
H -3.873 -1.103 3.819 0.00 0.11 0.01
H -3.599 -2.706 4.536 0.03 -0.07 0.06
H -3.960 -2.556 2.809 -0.01 -0.04 -0.09
H -1.486 -0.487 4.735 -0.12 0.24 0.05
H -0.140 -1.440 4.125 0.11 -0.04 -0.06
H -1.248 -2.160 5.312 0.00 -0.01 -0.07
C 1.926 -1.101 0.235 0.21 -0.07 0.22
N 2.296 0.097 0.993 1.22 -1.11 -0.56
C 3.724 0.415 1.017 0.04 -0.28 0.07
C 1.482 1.080 1.116 -2.12 0.86 0.42
O 0.215 0.988 0.975 2.37 -0.58 0.24
H 2.284 -0.978 -0.788 0.06 0.03 -0.03
H 0.858 -1.235 0.240 -0.28 0.04 0.07
H 2.399 -1.972 0.693 0.03 0.07 -0.01
H 4.265 -0.408 1.486 -0.05 0.01 -0.01
H 3.892 1.328 1.583 -0.04 -0.01 0.01
H 4.072 0.557 -0.009 -0.04 -0.02 -0.01
H 1.887 1.992 1.520 0.00 0.40 0.09
C 3.550 2.048 -4.943 -0.14 0.24 0.33
O 3.029 2.508 -3.690 0.12 -0.27 -0.08
C 3.013 1.684 -2.607 0.02 0.07 -0.08
S 3.669 0.117 -2.724 -0.15 0.42 -0.07
S 2.276 2.418 -1.265 0.18 -0.07 -0.55
H 2.963 1.225 -5.334 -0.14 -0.16 -0.02
H 4.578 1.717 -4.848 0.19 -0.04 0.07
H 3.485 2.908 -5.609 -0.02 -0.02 0.06
Se -4.526 -0.818 -0.135 0.03 0.14 0.00
N -3.963 -1.884 -1.479 0.14 0.14 -0.05
C -2.838 -1.338 -1.971 0.07 0.14 -0.03
C -2.010 -1.833 -2.994 -0.03 -0.03 0.01
C -0.821 -1.163 -3.267 0.00 0.10 0.03
C -0.450 -0.024 -2.551 -0.13 0.10 0.17
N -1.245 0.522 -1.610 -0.32 -0.85 -0.18
C -2.399 -0.116 -1.354 -0.47 -0.19 -0.54
N -3.165 0.382 -0.355 -0.34 -0.86 -0.63
H -2.292 -2.734 -3.532 0.06 0.11 0.10
H -0.147 -1.530 -4.033 -0.06 0.04 0.07
H 0.500 0.471 -2.720 -0.02 -0.03 0.04
```
Positions in Å, forces in eV/Å.